[1]
# C34H81FO24P5V

A molecular structure, C34H81FO24P5V in a non-equilibrium geometry (ωB97M-V/def2-TZVPD, OMol25).

XYZ file:
```
146
Properties=species:S:1:pos:R:3
V -0.25 -0.73 -0.22
C -1.16 -4.17 -0.87
O -0.93 -2.80 -0.59
H -0.65 -4.85 -0.19
H -2.20 -4.41 -0.63
H -1.03 -4.38 -1.93
C 5.78 0.52 3.42
C 5.07 1.73 4.03
O 3.81 1.17 4.38
C 3.64 -0.03 3.77
O 2.62 -0.74 3.75
O 4.82 -0.46 3.33
F 4.95 2.73 3.12
H 6.62 0.41 4.10
H 6.07 0.75 2.39
H 5.52 2.17 4.92
C -0.57 3.72 2.64
C 0.96 3.33 2.62
O 1.49 3.46 1.28
P 0.88 2.63 0.06
O 0.41 1.23 0.33
O 1.99 2.74 -1.09
C 3.30 2.23 -1.00
C 4.00 2.40 0.38
O -0.41 3.56 -0.47
C -0.41 4.99 -0.56
C -1.02 5.51 -1.83
H -0.56 4.70 2.16
H -1.17 2.95 2.15
H -0.97 3.91 3.64
H 1.53 4.01 3.25
H 1.01 2.35 3.10
H 3.42 1.24 -1.44
H 3.97 2.76 -1.69
H 5.04 2.13 0.25
H 3.84 3.42 0.72
H 3.47 1.81 1.12
H -1.10 5.45 0.15
H 0.60 5.27 -0.25
H -0.37 5.08 -2.59
H -2.02 5.17 -2.10
H -1.06 6.60 -1.86
C -5.18 -1.13 -3.68
C -3.98 -1.43 -2.82
O -4.16 -1.10 -1.48
P -3.62 0.24 -0.73
O -2.15 0.23 -0.39
O -4.09 1.40 -1.74
C -3.64 2.73 -1.58
C -4.32 3.62 -0.48
O -4.59 0.45 0.55
C -5.97 0.56 0.42
C -6.64 -0.03 1.63
H -5.97 -1.88 -3.59
H -5.73 -0.23 -3.41
H -5.02 -1.06 -4.76
H -3.68 -2.47 -2.75
H -3.10 -0.93 -3.23
H -2.55 2.74 -1.51
H -3.93 3.21 -2.52
H -4.07 4.67 -0.61
H -5.41 3.56 -0.52
H -4.01 3.38 0.54
H -6.26 1.60 0.32
H -6.34 -0.05 -0.41
H -7.71 -0.15 1.47
H -6.15 -0.95 1.94
H -6.42 0.69 2.42
C 1.74 -3.57 -2.93
C 3.21 -3.28 -2.46
O 3.28 -3.38 -1.03
P 3.19 -2.00 -0.05
O 1.84 -1.32 -0.10
O 3.65 -2.53 1.37
C 2.85 -3.48 2.08
C 3.59 -3.90 3.42
O 4.47 -1.13 -0.59
C 5.70 -1.64 -0.24
C 6.65 -0.66 -0.98
H 1.81 -3.87 -3.98
H 1.27 -4.42 -2.45
H 1.12 -2.67 -3.00
H 3.80 -4.16 -2.73
H 3.68 -2.42 -2.94
H 1.87 -3.05 2.29
H 2.70 -4.38 1.47
H 3.07 -4.62 4.04
H 4.57 -4.30 3.15
H 3.86 -2.97 3.92
H 5.79 -1.53 0.84
H 5.82 -2.67 -0.57
H 6.45 -0.86 -2.04
H 6.47 0.39 -0.74
H 7.73 -0.75 -0.89
C 4.58 1.03 -4.31
C 3.23 0.23 -4.57
O 2.49 0.03 -3.43
P 0.86 -0.01 -3.58
O 0.00 -0.15 -2.36
O 0.59 1.39 -4.34
C 0.05 2.47 -3.67
C -1.43 2.43 -3.99
O 0.60 -1.14 -4.75
C -0.70 -1.72 -4.83
C -1.64 -0.92 -5.71
H 5.15 1.30 -5.20
H 4.26 1.91 -3.75
H 5.28 0.33 -3.85
H 2.68 0.88 -5.25
H 3.41 -0.70 -5.12
H 0.25 2.50 -2.60
H 0.54 3.36 -4.09
H -1.81 3.44 -3.83
H -1.63 2.19 -5.03
H -1.94 1.75 -3.30
H -0.46 -2.72 -5.20
H -1.13 -1.90 -3.84
H -1.40 0.14 -5.61
H -1.54 -1.11 -6.78
H -2.66 -1.23 -5.47
C -4.24 -3.48 3.81
C -3.33 -2.85 2.76
O -3.11 -1.54 3.18
P -1.62 -0.90 3.22
O -0.78 -1.04 1.96
O -0.99 -1.49 4.54
C -0.55 -2.83 4.48
C 0.61 -2.88 5.49
O -1.94 0.61 3.70
C -3.24 1.12 3.59
C -4.17 0.83 4.76
H -3.76 -3.43 4.79
H -5.25 -3.10 3.92
H -4.23 -4.56 3.65
H -2.44 -3.45 2.60
H -3.64 -2.86 1.72
H -1.38 -3.49 4.75
H -0.13 -2.93 3.48
H 1.43 -2.39 4.96
H 0.24 -2.41 6.41
H 0.87 -3.91 5.71
H -3.24 2.20 3.43
H -3.80 0.70 2.75
H -5.20 1.10 4.51
H -4.19 -0.24 4.98
H -3.93 1.43 5.64
```

Values from the calculation:
Total charge: +1
Lowest unoccupied orbital energy (alpha / beta) in eV: -1.25 / -1.25
Frontier orbital gap (alpha / beta) in eV: 6.81 / 7.41
Highest occupied orbital energy (alpha / beta) in eV: -8.1 / -8.7
2S+1: 4
E_tot in Ha: -5900.8034

---

[2]
# C34H82CaN5O10

A molecular structure, C34H82CaN5O10 in a non-equilibrium geometry (ωB97M-V/def2-TZVPD, OMol25).

XYZ file:
```
132
Properties=species:S:1:pos:R:3
Ca 0.67 -2.15 -2.71
C -0.47 0.60 -0.64
O 0.38 -0.34 -1.23
H 0.03 1.54 -0.43
H -1.28 0.98 -1.27
H -0.84 0.23 0.32
C -4.07 5.70 -3.47
C -4.75 5.48 -2.09
C -5.19 4.01 -1.98
C -4.03 2.98 -1.67
C -3.28 3.50 -0.39
C -2.87 5.01 -0.47
N -3.93 5.88 -0.91
O -3.47 7.23 -0.99
C -2.60 5.32 1.07
C -1.55 5.08 -1.27
C -6.06 6.28 -1.77
H -3.81 6.68 -3.85
H -4.76 5.36 -4.24
H -3.21 5.05 -3.64
H -5.91 3.86 -1.18
H -5.48 3.54 -2.92
H -3.41 2.93 -2.56
H -4.32 1.94 -1.53
H -2.37 2.89 -0.41
H -3.68 3.20 0.57
H -1.83 4.70 1.53
H -2.11 6.29 1.05
H -3.58 5.28 1.54
H -0.86 4.38 -0.79
H -1.66 4.86 -2.33
H -1.01 6.02 -1.34
H -6.61 6.03 -0.87
H -6.78 6.13 -2.57
H -5.77 7.32 -1.60
H -3.14 7.32 -1.89
C 0.58 0.75 -4.64
O -0.06 -0.42 -4.19
C -1.43 -0.48 -4.26
C -1.89 -1.97 -4.14
N -1.79 -2.69 -2.82
C -2.58 -2.14 -1.80
C -2.68 -3.01 -0.53
O -3.99 -3.45 -0.47
C -4.22 -4.58 0.32
H 1.64 0.69 -4.39
H 0.20 1.63 -4.11
H 0.50 0.78 -5.72
H -1.73 -0.15 -5.26
H -1.99 0.14 -3.55
H -1.55 -2.50 -5.02
H -2.96 -2.12 -4.29
H -2.12 -3.62 -3.07
H -3.54 -2.07 -2.31
H -2.20 -1.15 -1.53
H -2.38 -2.46 0.35
H -1.99 -3.85 -0.56
H -4.16 -5.44 -0.34
H -5.06 -4.80 0.98
H -3.43 -4.82 1.03
C 3.92 -1.89 -3.11
O 2.91 -2.52 -2.32
C 3.34 -3.71 -1.78
C 2.11 -4.62 -1.29
N 0.90 -3.87 -0.93
C 1.24 -3.26 0.32
C 1.07 -4.24 1.55
O -0.29 -4.77 1.54
C -0.43 -5.95 2.16
H 4.51 -2.58 -3.71
H 4.57 -1.14 -2.67
H 3.26 -1.30 -3.75
H 4.07 -3.55 -0.99
H 3.70 -4.50 -2.44
H 2.45 -5.36 -0.55
H 1.97 -5.14 -2.24
H 0.22 -4.60 -0.78
H 0.44 -2.52 0.31
H 2.11 -2.62 0.19
H 1.55 -3.97 2.49
H 1.82 -5.04 1.52
H -1.43 -6.38 2.21
H 0.07 -5.95 3.13
H 0.19 -6.61 1.55
C -1.86 2.04 3.03
O -0.58 1.93 3.72
C -0.52 2.02 5.07
C 0.83 1.56 5.48
N 1.08 0.13 5.19
C 0.31 -0.95 5.76
C 0.21 -0.95 7.34
O -0.83 -0.03 7.84
C -2.13 -0.57 7.70
H -2.42 1.11 3.09
H -1.73 2.17 1.95
H -2.43 2.87 3.45
H -1.31 1.40 5.49
H -0.65 3.05 5.41
H 0.85 1.58 6.57
H 1.53 2.28 5.06
H 1.08 0.11 4.18
H 0.64 -1.91 5.35
H -0.68 -1.14 5.33
H 1.21 -0.80 7.74
H -0.01 -2.00 7.50
H -2.87 0.04 7.20
H -2.44 -0.71 8.74
H -2.08 -1.57 7.27
C 7.62 -3.26 -2.98
O 6.82 -2.49 -2.10
C 7.57 -1.81 -1.10
C 6.59 -0.84 -0.44
N 5.43 -1.48 0.18
C 4.68 -0.71 1.10
C 3.56 0.06 0.38
O 4.19 1.24 -0.18
C 3.40 1.99 -1.08
H 8.44 -2.56 -3.17
H 7.29 -3.49 -3.99
H 7.98 -4.10 -2.39
H 8.36 -1.21 -1.55
H 8.13 -2.46 -0.42
H 6.20 -0.20 -1.23
H 7.12 -0.19 0.25
H 4.85 -2.08 -0.39
H 5.30 -0.28 1.88
H 4.26 -1.55 1.66
H 2.87 0.55 1.08
H 2.81 -0.51 -0.17
H 2.49 2.36 -0.62
H 3.05 1.28 -1.83
H 3.99 2.80 -1.50
```

Values from the calculation:
Total charge: +1
Lowest unoccupied orbital energy in eV: -3.05
Frontier orbital gap in eV: 6.69
Relative energy (zero: lowest compared OMol25 entry of this formula, charge and spin) in kcal per mole: 79.6
Highest occupied orbital energy in eV: -9.7
E_tot in Ha: -3047.8330

---

Which of these has the highest E_tot? C34H82CaN5O10

---

total charge of number 1 (C34H81FO24P5V)? +1

---

total charge of number 2 (C34H82CaN5O10)? +1

---

Look up the total charge of the first one. +1